No. 1
Below is a 2-piece molecular cluster, C4H11NO3 overall in a non-equilibrium geometry, with properties calculated with wB97M-V/def2-TZVPD.

Element x y z (Å)
O  0.355  0.179  -2.346
O  -4.208  -0.361  -0.540
O  -0.782  1.918  -1.536
N  1.210  -1.623  -0.254
C  1.462  -0.401  0.463
C  1.236  -0.559  1.941
C  0.648  0.841  -0.029
C  0.124  0.927  -1.430
H  1.017  -1.496  -1.235
H  1.183  1.771  0.196
H  1.713  0.208  2.538
H  -4.298  0.493  -0.102
H  -1.050  2.019  -2.460
H  0.174  -0.638  2.196
H  -3.256  -0.403  -0.706
H  2.494  -0.110  0.252
H  1.670  -1.508  2.264
H  -0.235  0.985  0.603
H  0.543  -2.241  0.183

Computed properties:
F_max ... 1.7 eV/A
Kohn-Sham gap ... 9.523 eV
ΔE to the lowest compared entry with this formula, charge and spin ... 18.7 kcal per mole
SMILES ... C[C@@H](N)CC(=O)O.O
Highest occupied orbital energy ... -0.334 Ha

No. 2
Below is a 2-piece molecular cluster, C4H11NO3 overall in a non-equilibrium geometry, with properties calculated with wB97M-V/def2-TZVPD.

Element x y z (Å)
O  -1.205  -1.650  -0.234
O  1.143  1.806  -0.404
O  -3.109  0.937  -0.030
N  0.120  -0.065  -1.229
C  -0.225  -1.487  -1.246
C  2.044  0.282  2.062
C  0.917  0.611  -0.243
C  1.200  -0.370  0.955
H  -3.217  0.882  0.987
H  -2.266  1.583  -0.147
H  -0.529  -1.840  -2.145
H  2.962  0.626  1.701
H  0.563  -2.149  -0.805
H  2.129  -0.386  2.944
H  -0.279  0.428  -1.986
H  1.674  -1.311  0.628
H  -1.841  -0.937  -0.116
H  1.437  1.172  2.368
H  0.274  -0.569  1.355

Computed properties:
F_max ... 5.9 eV/A
Kohn-Sham gap ... 10.205 eV
ΔE to the lowest compared entry with this formula, charge and spin ... 43.9 kcal per mole
SMILES ... CCC(=O)NCO.O
Highest occupied orbital energy ... -0.359 Ha

No. 3
Below is a 2-piece molecular cluster, C4H11NO3 overall in a non-equilibrium geometry, with properties calculated with wB97M-V/def2-TZVPD.

Element x y z (Å)
O  -2.495  2.603  0.513
O  2.816  -0.935  -0.467
O  -2.342  -2.161  0.890
N  0.383  -0.759  -0.619
C  -1.327  2.364  0.755
C  1.576  -1.624  -0.369
C  -0.422  1.724  -0.256
C  0.354  0.417  0.299
H  -0.386  0.206  1.047
H  -1.474  -1.923  0.516
H  -2.932  -1.841  0.242
H  3.183  -0.762  -1.318
H  0.248  -0.376  -1.621
H  -0.898  1.370  -1.249
H  1.291  0.665  0.804
H  1.499  -2.567  -0.997
H  0.226  2.622  -0.585
H  -0.910  2.885  1.692
H  1.610  -1.907  0.722

Computed properties:
F_max ... 3.0 eV/A
Kohn-Sham gap ... 10.384 eV
ΔE to the lowest compared entry with this formula, charge and spin ... 70.5 kcal per mole
SMILES ... O=CCCNCO.O
Highest occupied orbital energy ... -0.361 Ha